Molecular formula: C9H8CoN2O4
Method: DFT, ωB97M-V/def2-TZVPD

The geometry in ORCA input format:
```
! RIJCOSX wB97M-V def2-TZVPD def2/J DEFGRID3
* xyz 2 4
Co -0.09 0.36 -1.00
C 1.56 -0.28 -1.60
O 2.58 -0.67 -1.97
C -0.60 0.45 -2.83
O -0.88 0.50 -3.95
C 0.54 2.15 -1.08
O 0.95 3.23 -1.13
C -0.77 -1.42 -0.90
O -1.16 -2.51 -0.85
C -1.83 1.06 0.37
H -2.11 0.21 0.98
H -1.48 1.94 0.90
C -2.27 1.16 -0.94
H -2.27 2.11 -1.45
H -2.90 0.39 -1.37
N 0.66 0.16 1.80
C 1.25 -0.59 2.75
C 1.64 -1.79 2.19
C 1.26 -1.70 0.87
N 0.64 -0.50 0.65
H 0.30 1.12 1.95
H 1.39 -0.29 3.78
H 2.15 -2.61 2.68
H 1.44 -2.47 0.13
*
```

ΔE to the lowest compared entry with this formula, charge and spin = 6.1 kcal per mole

---

Molecular formula: C3H5NS
Method: DFT, ωB97M-V/def2-TZVPD

The geometry in ORCA input format:
```
! RIJCOSX wB97M-V def2-TZVPD def2/J DEFGRID3
* xyz 0 1
C 0.79 0.54 -0.05
C -0.57 0.65 0.06
C -1.60 -0.34 -0.03
H 2.56 -0.54 0.27
H 1.21 -1.52 0.16
H 1.38 1.44 -0.20
H -0.93 1.67 0.00
H -1.10 -1.31 -0.04
N 1.51 -0.54 -0.12
S -3.25 -0.06 -0.05
*
```

SMILES = N/C=C\C=S
ΔE to the lowest compared entry with this formula, charge and spin = 27.5 kcal per mole

---

Molecular formula: C5H8O2
Method: DFT, ωB97M-V/def2-TZVPD

The geometry in ORCA input format:
```
! RIJCOSX wB97M-V def2-TZVPD def2/J DEFGRID3
* xyz 0 1
C 3.08 0.09 -0.02
C -1.50 0.30 0.49
C -0.51 1.31 -0.11
C -0.30 -0.17 -0.35
C 0.45 -1.07 0.54
O 3.22 1.28 0.08
O 0.54 -2.34 0.05
H 3.40 -0.36 -1.01
H -1.42 0.17 1.62
H -2.46 0.39 0.08
H -0.80 1.90 -1.08
H 0.25 1.76 0.54
H -0.47 -0.39 -1.33
H 0.37 -0.92 1.67
H 0.23 -2.51 -0.87
*
```

ΔE to the lowest compared entry with this formula, charge and spin = 138.4 kcal per mole

---

Molecular formula: C20H29N3O5S
Method: DFT, ωB97M-V/def2-TZVPD

The geometry in ORCA input format:
```
! RIJCOSX wB97M-V def2-TZVPD def2/J DEFGRID3
* xyz 0 1
C -5.33 2.11 -1.16
C -3.94 2.18 -0.60
C -2.95 1.31 -1.00
C -1.67 1.39 -0.47
C -1.33 2.34 0.49
C -2.34 3.22 0.89
C -3.62 3.14 0.36
H -4.37 3.83 0.70
H -2.11 3.97 1.63
C 0.05 2.44 1.04
H 0.12 3.28 1.73
H 0.76 2.58 0.23
H 0.31 1.53 1.57
S -0.50 0.16 -1.02
O 0.03 -0.55 0.11
O -1.12 -0.65 -2.04
N 0.78 1.06 -1.67
C 0.38 2.04 -2.66
C -0.03 1.38 -3.99
C 0.99 0.27 -4.29
H 1.35 0.31 -5.32
O 2.15 0.40 -3.49
C 1.86 0.20 -2.14
C 3.14 0.47 -1.32
N 2.90 0.26 0.08
C 2.60 -0.96 0.57
O 2.82 -2.02 0.02
C 1.92 -0.87 1.94
O 1.80 0.20 2.52
N 1.50 -2.06 2.36
H 1.61 -2.81 1.69
C 0.57 -2.25 3.45
H 0.66 -1.36 4.07
C 0.87 -3.55 4.21
C -0.38 -4.42 4.08
C -1.06 -3.91 2.81
H -0.56 -4.30 1.93
H -2.11 -4.20 2.76
C -0.86 -2.40 2.90
H -1.58 -1.98 3.61
H -0.97 -1.89 1.95
H -1.04 -4.26 4.94
H -0.14 -5.48 4.03
H 1.73 -4.04 3.75
H 1.12 -3.35 5.25
H 2.53 1.02 0.63
H 3.91 -0.24 -1.66
H 3.48 1.49 -1.49
H 1.55 -0.85 -1.96
H 0.54 -0.72 -4.11
H -1.02 0.95 -3.90
H -0.04 2.13 -4.77
H 1.23 2.70 -2.82
H -0.45 2.62 -2.25
H -3.14 0.54 -1.73
H -5.41 1.29 -1.88
H -5.58 3.04 -1.66
H -6.05 1.95 -0.37
*
```

SMILES = Cc1ccc(C)c(S(=O)(=O)N2CCCO[C@H]2CNC(=O)C(=O)NC2CCCC2)c1
ΔE to the lowest compared entry with this formula, charge and spin = 25.4 kcal per mole

---

Molecular formula: C39H32BrCl6InN2O12Te
Method: DFT, ωB97M-V/def2-TZVPD

The geometry in ORCA input format:
```
! RIJCOSX wB97M-V def2-TZVPD def2/J DEFGRID3
* xyz -2 1
In 1.11 0.75 -0.24
C -5.24 -1.81 4.15
C -3.75 -1.66 4.45
C -3.57 -0.56 5.50
C -3.24 -2.99 5.02
C -2.95 -1.29 3.20
C -1.56 -1.22 3.26
C -0.84 -0.88 2.14
Br 1.04 -0.76 2.26
C -1.42 -0.59 0.90
O -0.67 -0.38 -0.16
C -2.83 -0.58 0.84
C -3.54 -0.96 1.98
C -3.62 -0.22 -0.43
C -3.82 -1.50 -1.26
C -2.95 0.84 -1.31
C -5.00 0.34 -0.06
H -5.76 -2.13 5.06
H -5.43 -2.55 3.38
H -5.69 -0.86 3.83
H -4.14 -0.80 6.41
H -3.91 0.40 5.13
H -2.52 -0.45 5.78
H -3.83 -3.27 5.90
H -2.20 -2.92 5.33
H -3.32 -3.79 4.28
H -1.03 -1.41 4.19
H -4.62 -0.99 1.92
H -2.85 -1.92 -1.55
H -4.38 -1.28 -2.17
H -4.36 -2.26 -0.69
H -2.04 0.48 -1.79
H -2.68 1.73 -0.74
H -3.66 1.14 -2.09
H -5.68 -0.42 0.34
H -5.48 0.74 -0.96
H -4.92 1.15 0.67
Cl 0.12 2.62 -3.02
C -0.13 3.43 -1.50
C 0.05 2.72 -0.33
C -0.36 3.37 0.83
Cl -0.38 2.47 2.32
C -0.81 4.68 0.85
Cl -1.27 5.45 2.33
C -0.90 5.39 -0.35
Cl -1.44 7.03 -0.35
C -0.58 4.75 -1.54
Cl -0.78 5.59 -3.04
O 4.79 1.29 -2.41
C 3.98 1.56 -1.53
O 2.71 1.42 -1.66
C 4.48 2.14 -0.23
C 5.78 2.59 -0.22
C 6.35 3.14 0.92
C 5.61 3.26 2.09
C 4.30 2.83 2.07
C 3.68 2.20 0.95
O 2.50 1.74 1.03
N 3.55 3.10 3.30
O 4.17 3.09 4.36
O 2.36 3.32 3.22
N 7.71 3.62 0.91
O 8.17 4.12 1.93
O 8.35 3.52 -0.13
H 6.35 2.49 -1.14
H 6.03 3.70 2.98
O 4.55 -3.38 -0.35
Cl 3.76 -2.89 0.76
O 4.21 -3.48 1.99
O 3.88 -1.44 0.82
O 2.37 -3.22 0.53
Te 2.27 -1.13 -2.07
C 1.20 -2.96 -2.29
C 1.87 -4.05 -2.83
C 1.19 -5.25 -3.02
C -0.14 -5.36 -2.67
C -0.80 -4.27 -2.11
C -0.13 -3.07 -1.92
C 1.52 -0.46 -3.93
C 0.16 -0.43 -4.23
C -0.26 -0.06 -5.49
C 0.67 0.29 -6.47
C 2.02 0.26 -6.16
C 2.45 -0.11 -4.90
H 2.92 -3.99 -3.07
H 1.72 -6.10 -3.43
H -0.67 -6.30 -2.81
H -1.84 -4.36 -1.81
H -0.63 -2.24 -1.44
H -0.57 -0.70 -3.48
H -1.32 -0.03 -5.72
H 0.34 0.58 -7.45
H 2.76 0.54 -6.91
H 3.50 -0.10 -4.65
*
```

ΔE to the lowest compared entry with this formula, charge and spin = 19.9 kcal per mole

---

Molecular formula: C20H41N3RuS2Si2
Method: DFT, ωB97M-V/def2-TZVPD

The geometry in ORCA input format:
```
! RIJCOSX wB97M-V def2-TZVPD def2/J DEFGRID3
* xyz 1 6
Ru 0.00 -0.01 -0.06
S 1.93 -0.49 -1.34
S -2.11 -0.63 1.04
C 2.85 1.03 -1.83
C 1.13 -0.90 -2.93
C -0.33 -0.48 -2.97
N -0.98 -0.97 -1.72
C -2.46 -0.68 -1.68
C -3.01 -1.20 -0.36
H 1.22 -2.00 -3.02
H 1.68 -0.45 -3.76
H -0.83 -0.91 -3.87
H -0.44 0.61 -2.98
H -2.98 -1.16 -2.52
H -2.58 0.41 -1.76
H -2.94 -2.30 -0.31
H -4.06 -0.92 -0.25
C -3.06 0.86 1.52
H -0.89 -2.00 -1.69
H -3.08 1.62 0.71
H -2.60 1.33 2.42
H -4.08 0.58 1.83
H 3.36 1.42 -0.91
H 2.17 1.80 -2.25
H 3.65 0.78 -2.56
C 1.07 -2.71 1.57
C 0.52 -3.28 0.51
H 0.52 -2.57 2.53
H 2.14 -2.40 1.58
H -0.53 -3.65 0.53
H 1.10 -3.48 -0.42
C -1.19 -1.09 4.28
Si -0.04 0.30 3.74
C -0.55 1.65 4.94
C 1.73 -0.01 4.24
N -0.19 0.99 1.92
C -0.65 2.14 1.49
C -1.32 3.18 2.21
C -1.90 4.31 1.63
C -1.82 4.57 0.25
C -1.14 3.68 -0.55
C -0.53 2.49 0.03
N 0.48 1.89 -0.67
Si 1.86 2.96 0.17
C 1.44 4.31 1.42
C 2.83 1.86 1.37
C 2.94 4.03 -0.96
H -1.05 -1.22 5.36
H -1.01 -2.05 3.80
H -2.23 -0.80 4.11
H -0.33 1.32 5.96
H 0.01 2.57 4.75
H -1.63 1.83 4.88
H 2.19 -0.81 3.66
H 2.31 0.91 4.15
H 1.74 -0.29 5.30
H -1.49 3.08 3.29
H -2.42 5.04 2.25
H -2.26 5.46 -0.18
H -0.95 3.90 -1.61
H 1.00 3.90 2.33
H 2.38 4.77 1.71
H 0.78 5.08 1.00
H 3.41 1.01 1.01
H 3.50 2.51 1.96
H 2.09 1.44 2.08
H 3.53 3.51 -1.71
H 2.32 4.79 -1.45
H 3.64 4.54 -0.29
*
```

calculated total energy = -2420.8416 Ha

---

Molecular formula: C4H4
Method: DFT, ωB97M-V/def2-TZVPD

The geometry in ORCA input format:
```
! RIJCOSX wB97M-V def2-TZVPD def2/J DEFGRID3
* xyz 0 1
C -1.62 -0.41 0.07
C -0.65 0.61 0.01
C 0.75 0.07 -0.13
C 1.86 -0.12 -0.01
H -2.78 -0.35 0.12
H -1.23 -1.56 -0.32
H -0.93 1.68 0.03
H 2.87 -0.64 0.50
*
```

SMILES = C#CC=C
ΔE to the lowest compared entry with this formula, charge and spin = 50.0 kcal per mole

---

Molecular formula: C4H11BN
Method: DFT, ωB97M-V/def2-TZVPD

The geometry in ORCA input format:
```
! RIJCOSX wB97M-V def2-TZVPD def2/J DEFGRID3
* xyz 1 1
B 0.32 -1.52 -0.12
C 1.26 -0.54 -0.87
C -0.99 -1.07 0.78
C 0.79 0.88 -0.91
C 0.02 1.25 0.38
N -1.27 0.45 0.66
H 0.33 -2.75 -0.14
H 2.28 -0.81 -0.48
H 1.21 -1.10 -1.73
H -1.90 -1.51 0.49
H -0.64 -1.16 1.71
H 1.43 1.70 -0.96
H 0.21 1.11 -1.89
H 0.83 1.22 1.14
H -0.34 2.32 0.51
H -2.01 0.58 -0.05
H -1.54 0.94 1.49
*
```

SMILES = B1CCC[NH2+]C1
ΔE to the lowest compared entry with this formula, charge and spin = 13.0 kcal per mole

---

Molecular formula: C23H22N4O
Method: DFT, ωB97M-V/def2-TZVPD

The geometry in ORCA input format:
```
! RIJCOSX wB97M-V def2-TZVPD def2/J DEFGRID3
* xyz 0 1
C -7.56 -0.11 0.15
C -6.07 -0.09 0.10
C -5.32 -1.08 0.72
C -3.94 -1.06 0.69
C -3.27 -0.04 0.01
C -4.01 0.96 -0.61
C -5.39 0.93 -0.56
H -5.95 1.71 -1.04
H -3.50 1.76 -1.11
N -1.87 -0.03 -0.03
C -1.06 1.07 -0.14
N -1.46 2.33 -0.29
C -0.46 3.18 -0.44
N 0.83 2.94 -0.34
C 1.24 1.69 -0.09
N 2.58 1.52 0.12
C 3.05 0.64 1.18
H 3.03 1.17 2.14
C 4.49 0.22 0.88
H 4.52 -0.39 -0.04
O 5.33 1.34 0.73
C 4.86 2.18 -0.30
C 3.44 2.67 -0.01
H 3.44 3.28 0.91
H 3.07 3.29 -0.83
H 4.88 1.64 -1.25
H 5.56 3.03 -0.34
H 4.90 -0.36 1.71
H 2.42 -0.25 1.25
C 0.29 0.64 -0.11
C 0.26 -0.79 -0.06
C -1.06 -1.14 0.01
H -1.48 -2.12 0.01
C 1.36 -1.73 -0.23
C 1.41 -2.92 0.51
C 2.42 -3.83 0.29
C 3.40 -3.58 -0.66
C 3.35 -2.42 -1.40
C 2.34 -1.50 -1.19
H 2.30 -0.59 -1.77
H 4.10 -2.23 -2.16
H 4.19 -4.30 -0.83
H 2.45 -4.74 0.88
H 0.65 -3.11 1.25
H -0.73 4.21 -0.63
H -3.38 -1.83 1.20
H -5.82 -1.88 1.25
H -7.98 0.05 -0.85
H -7.93 -1.05 0.54
H -7.92 0.70 0.79
*
```

SMILES = Cc1ccc(-n2cc(-c3ccccc3)c3c(N4CCOCC4)ncnc32)cc1
ΔE to the lowest compared entry with this formula, charge and spin = 13.6 kcal per mole

---

Molecular formula: C5H8O
Method: DFT, ωB97M-V/def2-TZVPD

The geometry in ORCA input format:
```
! RIJCOSX wB97M-V def2-TZVPD def2/J DEFGRID3
* xyz 0 1
O -0.82 2.18 -1.19
C 0.05 1.75 -0.53
C -1.38 0.02 0.40
C -0.68 -0.83 -0.34
C 0.49 -1.58 0.18
C 1.20 1.48 0.04
H -1.08 0.28 1.41
H -2.29 0.48 0.03
H -0.07 -2.46 0.49
H -1.00 -1.12 -1.33
H 1.25 -1.87 -0.56
H 0.96 -1.13 1.06
H 1.36 0.94 0.96
H 2.03 1.97 -0.46
*
```

SMILES = C=C=O.C=CC
ΔE to the lowest compared entry with this formula, charge and spin = 57.9 kcal per mole

---

Molecular formula: C4H3N3O3
Method: DFT, ωB97M-V/def2-TZVPD

The geometry in ORCA input format:
```
! RIJCOSX wB97M-V def2-TZVPD def2/J DEFGRID3
* xyz 0 1
C 1.38 0.05 -0.20
C 0.46 1.46 0.12
C -1.73 -0.05 -0.09
C 0.41 -1.25 0.11
H 2.74 -1.18 -0.64
H -1.63 1.96 0.39
H -1.29 -2.28 0.06
N 2.68 -0.14 -0.78
N -0.96 1.14 0.33
N -0.94 -1.27 -0.40
O 0.91 2.59 0.32
O -2.87 -0.06 -0.36
O 0.91 -2.28 0.85
*
```

SMILES = N=C1C(=O)NC(=O)NC1=O
ΔE to the lowest compared entry with this formula, charge and spin = 89.9 kcal per mole

---

Molecular formula: C21H23O6PS3SeSiW
Method: DFT, ωB97M-V/def2-TZVPD

The geometry in ORCA input format:
```
! RIJCOSX wB97M-V def2-TZVPD def2/J DEFGRID3
* xyz 2 1
W -0.88 -2.09 0.51
O -2.71 -1.14 3.32
S -1.25 -0.37 3.37
O -0.93 -0.35 4.73
O -0.39 -1.08 2.42
C -1.41 1.21 2.65
C -1.58 2.22 3.58
C -1.49 3.55 3.18
C -1.18 3.83 1.86
C -1.00 2.80 0.94
C -1.13 1.46 1.28
P -0.97 0.37 -0.22
C -2.47 0.67 -1.18
C -2.74 -0.15 -2.28
C -3.86 0.08 -3.07
C -4.73 1.11 -2.75
C -4.47 1.92 -1.65
C -3.35 1.70 -0.87
C 0.45 1.01 -1.11
C 1.62 1.31 -0.41
C 2.73 1.78 -1.10
C 2.68 1.92 -2.48
C 1.52 1.60 -3.18
C 0.40 1.15 -2.49
H -1.76 1.98 4.62
H -1.62 4.34 3.90
H -1.08 4.86 1.53
H -0.77 3.07 -0.08
H -2.08 -0.95 -2.55
H -4.05 -0.55 -3.92
H -5.61 1.29 -3.35
H -5.16 2.72 -1.39
H -3.19 2.34 -0.01
H 1.67 1.21 0.67
H 3.63 2.05 -0.56
H 3.55 2.29 -3.02
H 1.48 1.72 -4.25
H -0.50 0.94 -3.04
C 4.49 -2.26 1.69
Si 3.86 -2.77 0.03
C 4.33 -1.70 -1.40
C 3.72 -4.57 -0.30
Se 1.40 -2.27 0.29
H 5.58 -2.38 1.68
H 4.09 -2.88 2.49
H 4.27 -1.22 1.90
H 5.16 -2.19 -1.91
H 4.64 -0.71 -1.08
H 3.53 -1.59 -2.13
H 4.73 -4.94 -0.51
H 3.11 -4.78 -1.17
H 3.33 -5.13 0.55
O -2.83 -1.31 0.93
S -3.06 -2.17 2.13
O -4.33 -2.67 2.42
O -1.89 -3.13 2.02
S -1.51 -3.15 -1.20
*
```

ΔE to the lowest compared entry with this formula, charge and spin = 9.4 kcal per mole